1.
{
  "formula": "C6H8N2O",
  "method": "ωB97M-V/def2-TZVPD",
  "elements": ["C", "C", "O", "N", "C", "C", "C", "C", "N", "H", "H", "H", "H", "H", "H", "H", "H"],
  "coordinates": [[-1.798, 0.970, 0.813], [-2.077, -0.115, -0.150], [-3.201, -0.617, -0.343], [-1.052, -0.752, -0.846], [0.293, -0.427, -0.533], [1.125, 0.523, -1.117], [2.365, 0.451, -0.446], [2.253, -0.538, 0.511], [0.983, -1.106, 0.427], [-2.689, 1.640, 0.979], [-1.192, 1.786, 0.330], [-1.157, 0.529, 1.505], [-1.218, -1.636, -1.307], [0.794, 1.084, -1.945], [3.238, 1.055, -0.540], [2.786, -0.959, 1.602], [0.546, -1.887, 1.059]],
  "mulliken_charge": [-1.0445, 0.6393, -0.6405, -0.1401, 0.0217, -0.6143, -0.5401, -0.3435, -0.0858, 0.3065, 0.3221, 0.3633, 0.2767, 0.5163, 0.4254, 0.2137, 0.3238],
  "smiles": "CC(=O)Nc1ccc[nH]1",
  "de_lowest_kj_mol": 120.1,
  "homo_lumo_gap_ev": 9.184,
  "total_charge": 0,
  "mol_weight_g_mol": 124.1
}

2.
{
  "formula": "C6H8N2O",
  "method": "ωB97M-V/def2-TZVPD",
  "elements": ["C", "O", "C", "N", "C", "C", "N", "C", "C", "H", "H", "H", "H", "H", "H", "H", "H"],
  "coordinates": [[0.397, 2.661, -0.465], [0.709, 1.362, -0.766], [0.045, 0.358, -0.223], [-1.246, 0.619, 0.209], [-1.929, -0.406, 0.735], [-1.309, -1.628, 0.928], [-0.018, -1.855, 0.445], [0.596, -0.769, -0.123], [2.096, -1.035, -0.539], [0.524, 2.648, 0.727], [0.860, 3.114, -1.060], [-0.541, 2.776, -0.750], [-2.982, -0.020, 1.102], [-1.624, -2.514, 1.191], [2.883, -0.439, 0.351], [2.401, -2.147, -0.151], [2.288, -0.755, -1.740]],
  "mulliken_charge": [-0.9092, -0.4272, 0.5603, -0.5129, -0.2884, -0.3731, -0.6517, 0.6809, -0.8395, 0.2622, 0.4950, 0.3717, 0.3084, 0.5424, 0.2237, 0.3145, 0.2430],
  "smiles": "COc1nccnc1C",
  "de_lowest_kj_mol": 492.0,
  "homo_lumo_gap_ev": 9.514,
  "total_charge": 0,
  "mol_weight_g_mol": 124.1
}

3.
{
  "formula": "C6H8N2O",
  "method": "ωB97M-V/def2-TZVPD",
  "elements": ["N", "C", "C", "C", "N", "H", "H", "C", "C", "C", "O", "H", "H", "H", "H", "H", "H"],
  "coordinates": [[-0.786, -1.687, 2.011], [-1.330, -0.909, 1.378], [-1.984, 0.011, 0.588], [-2.097, -0.162, -0.704], [-2.443, -0.365, -1.820], [-2.151, 0.979, 1.047], [-1.798, -0.127, -2.623], [1.026, 1.382, 0.719], [0.931, 0.413, -0.493], [1.602, -0.989, -0.363], [0.392, 0.730, -1.492], [1.116, 2.339, 0.233], [1.840, 0.930, 1.167], [0.194, 1.363, 1.318], [1.862, -1.332, 0.665], [2.640, -0.957, -0.756], [0.987, -1.618, -0.875]],
  "mulliken_charge": [-0.4338, 0.4126, -0.8958, 0.7047, -0.4909, 0.3495, 0.3603, -1.0993, 0.7959, -1.2253, -0.5539, 0.3303, 0.3698, 0.3007, 0.3683, 0.3693, 0.3376],
  "smiles": "N#CC=C=N.CC(C)=O",
  "de_lowest_kj_mol": 244.2,
  "homo_lumo_gap_ev": 10.231,
  "total_charge": 0,
  "mol_weight_g_mol": 124.1
}

4.
{
  "formula": "C6H8N2O2",
  "method": "ωB97M-V/def2-TZVPD",
  "elements": ["O", "C", "C", "C", "N", "C", "O", "N", "H", "H", "H", "H", "C", "C", "H", "H", "H", "H"],
  "coordinates": [[2.081, 0.526, -0.371], [0.967, 0.174, -0.689], [0.594, -0.225, -2.084], [-0.644, -0.587, -2.190], [-1.580, -0.924, -1.315], [-1.188, -0.995, 0.066], [-1.940, -1.554, 0.889], [-0.113, -0.087, 0.237], [1.267, -0.266, -2.968], [-1.117, -0.467, -3.258], [-2.582, -1.377, -1.523], [0.187, 0.290, 1.186], [0.848, 2.080, 1.861], [0.944, 1.276, 2.998], [1.806, 2.448, 1.660], [-0.044, 2.595, 1.462], [1.912, 0.831, 3.299], [0.168, 0.916, 3.770]],
  "mulliken_charge": [-0.5727, 0.5985, -0.6916, 0.0352, -0.1557, 0.2612, -0.6076, 0.0864, 0.3394, 0.2546, 0.3314, 0.1341, -0.6206, -0.4435, 0.2721, 0.2946, 0.2270, 0.2573],
  "smiles": "O=c1cc[nH]c(=O)[nH]1.C=C",
  "de_lowest_kj_mol": 259.8,
  "homo_lumo_gap_ev": 9.662,
  "total_charge": 0,
  "mol_weight_g_mol": 140.1
}